Record 1
Here is 10 unconnected molecules or ions with the total composition C37H74O17 from the Open Molecules 2025 dataset. Energies are from ωB97M-V/def2-TZVPD.

Its relative energy (zero: lowest compared OMol25 entry of this formula, charge and spin) is 0.000 eV. As for the spin multiplicity: 1. As for the HOMO-LUMO gap: 9.917 eV.

Structure (XYZ):
```
128
C37H74O17 ωB97M-V/def2-TZVPD
C 7.3252 14.0983 16.6658
C 7.5365 13.5737 15.2708
O 7.5895 12.1330 15.2878
C 7.8853 11.5209 14.0970
C 7.9894 10.0305 14.2392
O 8.1553 12.1380 13.0985
H 8.0358 13.7664 17.4177
H 6.3071 13.8659 16.9902
H 7.3981 15.1951 16.5996
H 6.7074 13.8624 14.6485
H 8.4298 13.9378 14.8084
H 7.1538 9.6101 14.7972
H 8.9463 9.9518 14.7839
H 8.0585 9.6275 13.2421
C 14.2565 14.8578 20.5641
C 14.7476 15.2863 19.1242
O 14.0330 16.4479 18.7478
C 12.7313 16.2145 18.2775
C 11.9694 17.5051 18.1073
O 12.3282 15.1049 18.0577
H 15.0673 14.3296 21.0460
H 13.3224 14.2664 20.5356
H 14.1378 15.7735 21.1981
H 15.7916 15.5864 19.0813
H 14.5071 14.5750 18.3070
H 11.8424 17.7411 17.0706
H 12.4984 18.3345 18.5332
H 11.0010 17.4740 18.5050
C 7.5058 13.8290 21.9807
C 8.9628 13.8450 21.4910
O 9.0820 13.3858 20.1645
C 10.2578 12.8608 19.8318
C 10.2505 12.2811 18.4465
O 11.1266 12.7048 20.6533
H 7.4622 14.3499 22.9119
H 7.1391 12.8076 22.1204
H 6.8786 14.4277 21.3252
H 9.5103 14.8279 21.4626
H 9.6170 13.2803 22.1216
H 10.8698 12.7801 17.7661
H 9.2052 12.2621 18.1032
H 10.7037 11.2978 18.5241
C 9.6004 15.1008 11.2170
C 10.0347 14.2353 10.0483
O 10.0816 12.8594 10.4421
C 11.1038 12.5645 11.2782
C 11.0281 11.1122 11.6439
O 11.9521 13.3560 11.5945
H 9.3501 16.1003 10.8957
H 10.4320 15.1748 11.9143
H 8.7301 14.6556 11.6906
H 9.3321 14.3032 9.2239
H 11.0497 14.3856 9.6461
H 10.0768 10.9211 12.1579
H 11.8703 10.8698 12.2697
H 11.0607 10.5483 10.7092
C 15.6074 10.6083 9.8515
C 15.2135 11.1991 11.1774
O 15.0282 10.1299 12.1260
C 15.2110 10.3873 13.4218
C 15.2032 9.0780 14.1083
O 15.4333 11.4571 13.9335
H 16.6059 10.1454 9.8943
H 15.5299 11.3542 9.0613
H 14.8527 9.8839 9.4852
H 15.9294 11.9171 11.5790
H 14.2393 11.6637 11.2178
H 15.2588 8.2174 13.4157
H 14.2433 9.0016 14.6721
H 16.0436 9.0260 14.8088
C 18.7570 12.4686 15.4441
C 18.4525 13.2005 14.1398
O 19.1187 14.5029 14.0944
C 19.0858 15.1502 12.8775
C 19.9070 16.3916 12.8475
O 18.5482 14.7563 11.8870
H 18.2540 12.9493 16.2889
H 19.8511 12.4152 15.5571
H 18.4331 11.4606 15.3999
H 18.8099 12.6517 13.2612
H 17.4408 13.3986 13.8934
H 19.4340 17.0534 12.1407
H 20.9012 16.1681 12.5097
H 19.9654 16.8666 13.8388
C 14.0949 11.4693 19.1034
C 14.0368 10.2046 18.3371
O 12.6944 10.0069 17.8044
C 12.4488 8.7547 17.3068
C 10.9328 8.6811 17.0058
O 13.2894 7.8773 17.3340
H 13.3166 11.4733 19.8410
H 14.0693 12.3564 18.5036
H 15.0422 11.4495 19.6623
H 14.8112 10.0520 17.5601
H 14.2418 9.4168 19.0881
H 10.7352 9.3545 16.1885
H 10.2999 9.0010 17.8158
H 10.7527 7.7239 16.5031
C 10.2985 7.1591 11.6815
C 10.6494 7.3508 13.1434
C 12.0596 7.6770 13.5701
O 9.7531 7.1747 13.9176
H 9.2092 7.0140 11.5117
H 10.7468 6.1544 11.5436
H 10.7595 7.9023 11.0231
H 12.8491 7.4687 12.8688
H 12.4006 7.3170 14.5035
H 12.1523 8.8060 13.6629
C 13.4835 12.8928 15.6083
C 12.2272 12.3998 15.0291
C 11.2015 13.4223 14.6924
O 12.0068 11.2113 14.7331
H 14.3336 12.1897 15.4523
H 13.3140 13.0390 16.6718
H 13.7960 13.8449 15.1379
H 10.4274 13.0168 13.9976
H 11.6855 14.2600 14.1754
H 10.7482 13.7487 15.6388
C 14.9964 14.4976 12.3522
C 13.8742 15.4806 12.1900
C 13.8047 16.0798 10.8328
O 13.1469 15.7659 13.0844
H 15.9789 14.9316 12.4884
H 15.0231 13.8416 11.4725
H 14.6986 13.8988 13.1870
H 14.3164 15.5915 10.0490
H 14.2401 17.1324 10.8325
H 12.7283 16.2190 10.5127
```

---

Record 2
Here is a molecular structure, C29H43AsBF4ORbS2Si2 from the Open Molecules 2025 dataset. Energies are from ωB97M-V/def2-TZVPD.

Its net charge is -2. As for the spin multiplicity: 1. As for the HOMO-LUMO gap: 5.350 eV.

Structure (XYZ):
```
84
C29H43AsBF4ORbS2Si2 ωB97M-V/def2-TZVPD
Rb -1.0692 -0.5962 -0.1878
S 3.9644 -0.1204 -0.5192
C 4.5857 -1.7339 -0.2919
C 5.9767 -1.9408 -0.1793
C 6.5264 -3.1977 0.0001
C 5.7021 -4.3125 0.0879
C 4.3276 -4.1383 -0.0054
C 3.7501 -2.8803 -0.1999
As 1.7859 -2.6048 -0.1886
C 1.2975 -4.5096 0.0315
C 0.8751 -4.9148 1.2935
C 0.5646 -6.2440 1.5538
C 0.6590 -7.1895 0.5424
C 1.0667 -6.7968 -0.7267
C 1.3828 -5.4680 -0.9773
C 1.4116 -2.5179 -2.1249
C 0.1993 -3.0149 -2.6135
C -0.1074 -2.9264 -3.9676
C 0.7907 -2.3460 -4.8526
C 2.0005 -1.8578 -4.3747
C 2.3108 -1.9416 -3.0226
H 6.6158 -1.0681 -0.2372
H 7.6036 -3.3092 0.0806
H 6.1177 -5.3031 0.2315
H 3.7002 -5.0107 0.0806
H 0.7701 -4.1760 2.0791
H 0.2273 -6.5369 2.5413
H 0.3983 -8.2235 0.7358
H 1.1372 -7.5265 -1.5252
H 1.7132 -5.1780 -1.9671
H -0.5060 -3.4994 -1.9478
H -1.0523 -3.3191 -4.3240
H 0.5476 -2.2719 -5.9066
H 2.7114 -1.4041 -5.0565
H 3.2469 -1.5397 -2.6569
F -3.5249 -3.3193 0.8629
B -2.4658 -3.3872 -0.0467
F -2.2310 -4.6992 -0.4743
F -2.7401 -2.5488 -1.1603
F -1.2802 -2.8794 0.5849
C 0.1896 4.3387 0.8955
C 1.1992 3.5130 1.6784
S 1.7454 1.9739 0.8779
O 0.4916 1.2760 0.4170
C 2.4759 2.6864 -0.6067
C 3.8289 3.3297 -0.3250
H -0.3560 5.0064 1.5647
H -0.5541 3.7018 0.4143
H 0.6678 4.9551 0.1316
H 0.7799 3.1622 2.6241
H 2.1170 4.0623 1.9059
H 1.7487 3.3733 -1.0411
H 2.5800 1.8188 -1.2617
H 3.7367 4.2072 0.3215
H 4.2860 3.6535 -1.2614
H 4.4994 2.6066 0.1453
C -4.9768 2.9835 -2.2633
Si -3.2444 3.1291 -1.5152
C -2.0150 2.4409 -2.7839
C -2.9127 5.0057 -1.5916
C -3.0615 2.2851 0.0305
Si -4.1038 2.2062 1.4637
C -5.9225 1.9059 1.0425
C -4.1708 3.7088 2.6311
C -3.5417 0.7912 2.5896
H -5.0075 3.3755 -3.2870
H -5.7005 3.5524 -1.6651
H -5.3077 1.9396 -2.2764
H -2.0203 2.9955 -3.7304
H -2.2343 1.3904 -3.0011
H -0.9980 2.4862 -2.3717
H -3.0420 5.3983 -2.6078
H -1.8881 5.2258 -1.2672
H -3.5911 5.5497 -0.9220
H -2.0123 2.1160 0.2817
H -6.3304 2.7502 0.4728
H -6.5397 1.7719 1.9382
H -6.0144 1.0111 0.4170
H -4.5216 4.5969 2.0890
H -3.1715 3.9386 3.0219
H -4.8417 3.5381 3.4831
H -3.6534 -0.1678 2.0733
H -4.1019 0.7348 3.5307
H -2.4806 0.9155 2.8402
```

---

Record 3
Here is a molecular structure, C32H27F5MnN4O4S4 from the Open Molecules 2025 dataset. Energies are from ωB97M-V/def2-TZVPD.

Its net charge is +2. As for the spin multiplicity: 4. As for the HOMO-LUMO gap (alpha / beta): 6.779 / 6.796 eV.

Structure (XYZ):
```
77
C32H27F5MnN4O4S4 ωB97M-V/def2-TZVPD
Mn -0.2124 0.6491 -1.2758
N -2.6525 -2.2786 5.8167
C -2.4783 -2.0492 4.4971
C -3.2349 -2.7540 3.5426
C -3.0391 -2.5402 2.1996
C -2.0925 -1.6053 1.7810
C -1.3339 -0.8942 2.7114
C -1.5239 -1.1094 4.0526
S -1.8244 -1.4087 0.0970
O -2.7508 -2.1747 -0.6717
O -1.7842 0.0550 -0.2089
N -0.2949 -1.9692 -0.0961
C 0.1813 -2.0325 -1.3039
N 1.2317 -2.9013 -1.5447
C 1.5470 -3.2206 -2.8228
C 0.9635 -2.5664 -3.8805
C 0.1252 -1.4959 -3.5636
N -0.2414 -1.2275 -2.3256
H -3.3380 -2.9354 6.1424
H -2.1277 -1.7741 6.5069
H -3.9749 -3.4721 3.8723
H -3.6249 -3.0783 1.4657
H -0.5862 -0.1853 2.3773
H -0.9332 -0.5650 4.7789
H 2.2941 -3.9941 -2.9367
H 1.2188 -2.8171 -4.8972
H -0.2394 -0.8238 -4.3322
O 1.1925 1.1980 -2.5490
S 1.6160 2.1584 -3.6538
C 2.1790 3.6693 -2.8326
C 1.2482 4.1745 -1.7264
C 1.8564 4.0530 -0.3253
C 0.7883 4.2495 0.7521
S 0.0954 2.6685 1.3267
O 0.4417 1.6863 0.2085
C 1.2426 2.2258 2.6077
C 1.1146 2.8779 3.8286
C 1.9681 2.5294 4.8619
C 2.9129 1.5264 4.6741
C 3.0090 0.8696 3.4563
C 2.1705 1.2175 2.4051
C 0.1388 2.7596 -4.4406
C -1.1343 2.5236 -3.9485
C -2.2319 3.0237 -4.6369
C -2.0482 3.7507 -5.8037
C -0.7684 3.9692 -6.2984
C 0.3314 3.4648 -5.6241
H 2.2981 4.3773 -3.6547
H 3.1785 3.4292 -2.4650
H 0.2993 3.6318 -1.7640
H 0.9958 5.2178 -1.9202
H 2.6390 4.8003 -0.1909
H 2.3300 3.0767 -0.2081
H -0.0659 4.8183 0.3817
H 1.1554 4.7461 1.6503
H 0.3580 3.6403 3.9784
H 1.8890 3.0317 5.8162
H 3.5726 1.2527 5.4863
H 3.7379 0.0828 3.3189
H 2.2303 0.7073 1.4533
H -1.3201 1.9433 -3.0513
H -3.2289 2.8385 -4.2610
H -2.9057 4.1367 -6.3377
H -0.6263 4.5196 -7.2183
H 1.3287 3.6105 -6.0239
F -2.3516 -6.5918 2.2472
C -1.3416 -5.9669 1.6737
C -1.0504 -6.2068 0.3374
F -1.7822 -7.0586 -0.3604
C 0.0168 -5.5496 -0.2426
F 0.2927 -5.7621 -1.5284
C 0.7680 -4.6271 0.4728
S 2.0755 -3.7261 -0.2609
C 0.4441 -4.3859 1.8016
F 1.1152 -3.4771 2.5001
C -0.5848 -5.0700 2.4134
F -0.8642 -4.8662 3.6924
```